[1]
{
  "formula": "C35H34F3N2",
  "method": "ωB97M-V/def2-TZVPD",
  "symbols": ["F", "F", "F", "N", "N", "C", "C", "C", "C", "C", "C", "C", "C", "C", "C", "C", "C", "C", "C", "C", "C", "C", "C", "C", "C", "C", "C", "C", "C", "C", "C", "C", "C", "C", "C", "C", "C", "C", "C", "C", "H", "H", "H", "H", "H", "H", "H", "H", "H", "H", "H", "H", "H", "H", "H", "H", "H", "H", "H", "H", "H", "H", "H", "H", "H", "H", "H", "H", "H", "H", "H", "H", "H", "H"],
  "coordinates": [[-3.680, -3.470, 7.854], [-2.784, -5.483, 8.082], [-1.618, -3.682, 8.627], [-1.398, 1.657, 2.850], [0.805, 1.661, 2.549], [2.696, 2.746, 4.467], [-2.878, -3.267, -0.349], [-5.001, 1.252, 1.931], [0.365, 3.011, 2.577], [4.415, 1.278, 3.449], [-2.260, -0.291, 4.801], [3.920, -0.174, 1.629], [1.688, -0.281, 0.577], [-0.708, -3.809, -1.201], [2.198, 1.242, 2.519], [6.228, -0.203, 2.574], [-3.699, 1.722, 1.931], [-0.194, -3.774, 4.870], [4.833, 0.314, 2.548], [-2.406, -3.348, 0.938], [-5.416, 0.280, 2.824], [-2.874, -4.271, 5.301], [-3.288, 2.737, 0.928], [-0.966, 3.009, 2.804], [-2.038, -3.508, -1.421], [2.615, 0.284, 1.591], [-1.061, -3.681, 1.193], [-2.414, -4.162, 4.015], [3.110, 1.739, 3.457], [-6.811, -0.237, 2.792], [-2.789, 1.228, 2.871], [-0.671, -3.881, 6.146], [-3.200, 0.259, 3.790], [-0.223, -3.883, 0.078], [-0.477, -3.773, 2.479], [-1.056, -3.881, 3.761], [-0.294, 0.903, 2.706], [-2.013, -4.111, 6.370], [-2.542, -4.190, 7.786], [-4.501, -0.209, 3.742], [2.161, -0.294, -0.407], [6.726, -0.017, 1.620], [-3.909, -4.491, 5.505], [-3.055, -3.083, 1.750], [1.753, 2.462, 4.932], [2.574, 3.728, 4.012], [-3.907, -2.999, -0.527], [-2.331, 2.470, 0.482], [-3.089, -4.358, 3.206], [-7.395, 0.257, 2.012], [-1.494, -0.902, 4.323], [1.415, -1.303, 0.842], [0.855, -3.604, 4.709], [-1.765, 0.509, 5.354], [0.774, 0.306, 0.492], [3.439, 2.843, 5.259], [-2.786, -0.915, 5.526], [4.229, -0.932, 0.932], [0.996, 3.874, 2.442], [-1.603, 3.870, 2.921], [-3.194, 3.722, 1.385], [-5.700, 1.637, 1.207], [-0.046, -3.976, -2.034], [5.113, 1.663, 4.173], [-6.817, -1.310, 2.588], [-4.018, 2.819, 0.122], [0.815, -4.110, 0.246], [-4.809, -0.973, 4.434], [6.811, 0.279, 3.362], [6.232, -1.279, 2.762], [-7.308, -0.063, 3.749], [-2.415, -3.446, -2.428], [0.599, -3.778, 2.481], [-0.015, -3.791, 6.995]],
  "atomic_forces_ev_per_a": [[0.467, -0.520, 0.567], [-0.109, 0.774, 0.392], [-0.962, -0.416, 0.092], [1.073, 2.086, -0.210], [-1.141, 2.099, 0.287], [-0.091, 0.305, 0.504], [-0.372, 0.068, 0.292], [0.076, -0.247, 0.320], [-0.215, -0.008, 0.266], [-0.165, -0.181, -0.294], [0.245, -0.338, 0.463], [0.036, 0.263, 0.273], [-0.421, 0.057, -0.596], [0.412, -0.140, -0.234], [-0.339, -0.423, -0.080], [0.459, -0.072, 0.087], [0.500, 0.037, 0.229], [0.160, -0.023, -0.427], [-0.121, 0.036, 0.050], [-0.159, 0.113, 0.101], [0.083, 0.111, -0.152], [-0.457, -0.061, -0.001], [0.096, 0.301, -0.515], [0.210, 0.047, -0.274], [0.027, -0.045, -0.088], [-0.291, 0.238, 0.246], [0.015, 0.075, 0.170], [-0.039, -0.086, -0.120], [-0.396, 0.042, -0.178], [-0.452, -0.061, -0.078], [0.363, -0.353, -0.059], [0.216, 0.054, 0.626], [0.213, 0.103, -0.117], [0.253, 0.025, 0.174], [-0.496, 0.060, -0.406], [-0.105, -0.064, 0.210], [0.037, -3.904, 0.031], [0.208, 0.172, -0.043], [0.464, 0.105, -0.846], [0.061, 0.208, -0.260], [0.092, -0.115, 0.019], [0.036, -0.084, 0.057], [-0.210, -0.033, -0.127], [-0.181, 0.135, 0.143], [-0.087, 0.123, 0.003], [-0.047, 0.052, 0.117], [-0.134, 0.064, 0.023], [0.079, 0.136, -0.001], [-0.159, -0.050, -0.153], [0.026, -0.076, 0.103], [0.150, 0.145, 0.037], [-0.130, -0.025, -0.043], [0.270, 0.106, -0.072], [0.144, -0.052, -0.060], [0.051, -0.204, 0.037], [0.027, -0.037, -0.073], [-0.111, 0.046, 0.001], [0.084, -0.192, -0.275], [0.105, -0.151, 0.044], [-0.096, -0.148, -0.024], [0.045, 0.046, -0.122], [-0.127, 0.125, -0.179], [0.085, -0.031, -0.102], [0.127, 0.119, 0.182], [-0.099, -0.001, 0.071], [-0.037, -0.034, 0.077], [0.275, -0.059, 0.018], [-0.085, -0.195, 0.302], [-0.026, -0.071, -0.107], [0.091, 0.020, -0.065], [-0.036, -0.092, -0.054], [-0.071, 0.034, -0.156], [0.405, -0.007, -0.031], [0.199, 0.066, 0.009]],
  "relative_energy_kj_mol": 0.0,
  "molar_mass_g_mol": 539.67,
  "fmax_ev_per_a": 3.90,
  "lumo_energy_ev": -5.89,
  "orbital_gap_ha": 0.1598,
  "total_energy_ha": -1762.94409,
  "total_charge": 1
}



[2]
{
  "formula": "C4H10N3",
  "method": "ωB97M-V/def2-TZVPD",
  "symbols": ["N", "N", "N", "C", "C", "C", "C", "H", "H", "H", "H", "H", "H", "H", "H", "H", "H"],
  "coordinates": [[-0.869, 1.188, 0.315], [-1.398, 0.578, -0.605], [0.445, -2.021, 0.446], [0.001, 1.198, 1.174], [-1.578, 1.109, -1.911], [1.358, -0.865, 0.220], [1.318, 0.187, 1.163], [-0.791, 1.811, -2.192], [-0.434, -1.718, 0.886], [2.145, 0.879, 1.033], [0.221, -2.485, -0.440], [-2.549, 1.610, -1.973], [1.284, -0.163, 2.194], [0.891, -2.715, 1.064], [-1.605, 0.269, -2.606], [1.596, -0.687, -0.811], [-0.034, 1.827, 2.041]],
  "atomic_forces_ev_per_a": [[-0.637, 1.210, -0.127], [0.151, -2.231, 0.273], [0.186, -0.021, 0.205], [1.212, -0.464, 0.469], [-0.025, 0.702, -0.730], [-0.696, 0.156, -0.631], [-0.375, 0.529, 0.393], [-0.018, 0.025, -0.048], [0.086, -0.206, -0.216], [0.132, -0.050, 0.050], [-0.032, 0.081, 0.223], [0.053, 0.022, 0.020], [0.152, 0.011, 0.204], [-0.212, 0.086, -0.171], [0.015, 0.121, 0.075], [0.146, -0.288, -0.221], [-0.139, 0.316, 0.232]],
  "relative_energy_kj_mol": 524.2,
  "molar_mass_g_mol": 100.14,
  "fmax_ev_per_a": 2.25,
  "lumo_energy_ev": [-4.96, -3.84],
  "orbital_gap_ha": [0.2351, 0.3273],
  "total_energy_ha": -322.26093,
  "total_charge": 1
}



[3]
{
  "formula": "C27H52Cl2N3O5SiTl",
  "method": "ωB97M-V/def2-TZVPD",
  "symbols": ["Tl", "Cl", "Cl", "Si", "O", "O", "O", "O", "O", "N", "N", "N", "C", "C", "C", "C", "C", "C", "C", "C", "C", "C", "C", "C", "C", "C", "C", "C", "C", "C", "C", "C", "C", "C", "C", "C", "C", "C", "C", "H", "H", "H", "H", "H", "H", "H", "H", "H", "H", "H", "H", "H", "H", "H", "H", "H", "H", "H", "H", "H", "H", "H", "H", "H", "H", "H", "H", "H", "H", "H", "H", "H", "H", "H", "H", "H", "H", "H", "H", "H", "H", "H", "H", "H", "H", "H", "H", "H", "H", "H", "H"],
  "coordinates": [[2.828, 1.294, -1.339], [-0.186, -2.513, -2.782], [2.239, 3.690, -2.381], [-0.346, -0.414, -2.895], [-1.153, 1.872, 4.377], [0.864, 2.100, 0.553], [1.392, -0.038, -3.064], [-2.394, -1.891, 1.725], [0.247, -0.457, 5.317], [-1.228, -3.861, 1.608], [-2.179, 1.679, 6.419], [-0.434, 3.951, 0.084], [0.731, 3.312, 0.293], [-0.912, -0.086, -1.101], [-1.090, -2.177, 6.253], [2.779, -2.001, -5.768], [-0.714, 1.529, -3.189], [0.506, 2.021, -7.599], [-0.436, 5.203, -0.659], [2.657, -1.534, -4.508], [-1.660, -2.737, 2.240], [1.487, 0.303, 5.206], [3.123, -2.303, -3.305], [1.565, 0.649, -5.411], [1.925, 1.982, -5.636], [0.648, 0.018, -6.251], [-1.703, 3.294, 0.354], [-3.335, 1.002, 5.857], [-1.210, 2.139, 5.578], [0.126, -1.353, 6.256], [3.269, -3.359, -6.129], [-1.666, -0.657, -4.283], [1.424, 2.657, -6.753], [2.210, -0.088, -4.254], [-1.554, -4.063, 0.208], [-2.336, 2.266, 7.739], [1.140, -1.515, 7.299], [-0.205, -4.713, 2.192], [0.101, 0.712, -7.334], [0.800, -4.258, 2.148], [0.094, 2.550, -8.460], [-0.460, -4.889, 3.245], [-2.804, 1.536, 8.411], [0.400, -1.031, -6.063], [-4.098, 1.725, 5.524], [0.790, -2.296, 7.986], [-0.804, -3.240, 6.197], [0.080, 2.155, -2.762], [4.192, -2.124, -3.106], [2.993, -3.382, -3.470], [2.305, -0.374, 4.925], [-3.017, 0.392, 5.005], [-2.583, -3.749, 0.019], [-1.083, -0.993, -0.512], [2.117, -1.838, 6.898], [-1.750, -1.926, 5.416], [-0.188, -5.654, 1.628], [-0.874, -3.488, -0.444], [1.607, 3.970, 0.165], [-1.410, 5.690, -0.521], [-1.345, 2.539, 8.121], [-0.644, 0.211, -7.958], [1.744, 3.680, -6.949], [-0.463, 2.769, 6.112], [-2.635, -0.756, -3.772], [-0.737, 1.750, -4.264], [1.295, -0.598, 7.894], [-1.972, 2.585, -0.443], [-0.245, 5.026, -1.730], [-1.511, -1.562, -4.881], [2.562, -2.027, -2.402], [2.997, -3.550, -7.174], [-1.678, 1.834, -2.761], [2.570, -1.349, -6.619], [-1.757, 0.186, -4.972], [2.831, -4.150, -5.502], [-1.440, -5.130, -0.013], [-1.872, 0.445, -1.128], [3.141, 0.459, -4.011], [4.365, -3.425, -6.060], [1.267, 1.015, 4.417], [-1.281, -2.667, 3.283], [-1.663, 2.764, 1.311], [-2.467, 4.078, 0.394], [-3.774, 0.371, 6.638], [0.374, 5.838, -0.277], [1.711, 0.819, 6.151], [-0.196, 0.556, -0.559], [2.578, 2.476, -4.919], [-1.619, -2.047, 7.208], [-2.964, 3.171, 7.716]],
  "atomic_forces_ev_per_a": [[-0.272, -0.039, -0.057], [0.833, -2.186, 0.435], [0.344, 0.015, -0.042], [-1.341, 4.402, -0.613], [0.201, 0.425, 1.695], [-0.106, 1.261, 0.282], [0.162, -0.631, -0.263], [0.927, -1.107, 1.223], [-0.127, -2.249, 1.813], [-0.015, 0.320, 0.501], [0.145, 0.095, -0.010], [0.168, -0.335, 0.439], [0.080, -0.539, -0.275], [0.186, -1.055, 0.392], [-0.399, 0.075, -0.394], [0.085, 0.561, 0.983], [0.705, 0.422, -0.167], [0.069, 0.046, 0.164], [0.256, 0.056, -0.117], [0.097, 0.384, -1.350], [-0.746, 0.405, -1.431], [0.280, 0.395, -0.093], [-0.125, -0.307, 0.271], [0.234, -0.044, -0.138], [-0.258, -0.263, -0.413], [0.023, 0.188, -0.157], [-0.175, -0.198, -0.393], [-0.158, -0.056, -0.090], [-0.306, -0.317, -1.173], [0.058, 1.903, -1.714], [0.121, -0.401, -0.313], [-0.119, -0.687, -0.439], [-0.130, -0.224, 0.179], [-0.340, -0.530, 0.765], [0.193, 0.104, -0.449], [0.071, 0.215, -0.005], [0.334, -0.640, 0.905], [-0.038, 0.374, 0.102], [0.060, -0.176, 0.245], [-0.233, -0.175, -0.108], [0.135, -0.107, 0.223], [0.164, -0.228, -0.165], [0.182, 0.171, -0.106], [-0.091, 0.535, -0.115], [0.235, -0.261, 0.019], [0.213, 0.219, -0.139], [0.019, 0.265, 0.046], [-0.288, 0.151, 0.079], [-0.181, 0.021, -0.148], [0.060, 0.287, 0.128], [-0.337, 0.163, 0.059], [-0.156, 0.215, 0.115], [0.211, 0.006, 0.004], [0.104, 0.043, 0.173], [-0.333, 0.273, -0.038], [0.183, -0.026, 0.213], [0.024, 0.213, 0.417], [-0.353, -0.202, 0.112], [-0.226, -0.133, 0.036], [0.377, -0.027, -0.011], [-0.263, -0.021, 0.057], [0.272, 0.242, 0.100], [-0.155, -0.214, 0.035], [-0.103, -0.162, -0.260], [0.117, -0.090, 0.029], [0.045, 0.244, 0.141], [-0.064, -0.175, -0.446], [0.101, 0.150, 0.244], [-0.171, 0.049, 0.326], [-0.241, -0.031, 0.096], [0.142, -0.088, -0.382], [0.106, -0.216, 0.213], [-0.031, -0.013, -0.118], [-0.063, -0.151, 0.410], [0.052, -0.108, 0.208], [0.166, 0.207, -0.170], [-0.122, 0.240, -0.035], [0.239, -0.097, -0.107], [-0.209, 0.039, 0.080], [-0.195, -0.085, 0.025], [0.096, 0.017, -0.042], [-0.055, 0.030, -0.091], [0.065, 0.046, -0.226], [0.073, -0.219, 0.097], [0.027, 0.050, -0.186], [-0.256, 0.025, -0.151], [-0.170, -0.212, -0.307], [-0.326, -0.241, -0.282], [-0.063, -0.003, -0.237], [0.179, -0.008, -0.145], [0.121, -0.268, 0.032]],
  "relative_energy_kj_mol": 216.1,
  "molar_mass_g_mol": 802.10,
  "fmax_ev_per_a": 4.64,
  "lumo_energy_ev": -3.35,
  "orbital_gap_ha": 0.0702,
  "total_energy_ha": -2982.73758
}